(1)
The following is a DFT calculation (ωB97M-V with the def2-TZVPD basis set) of a 2-piece molecular cluster, H4O2 overall in a non-equilibrium geometry.

Geometry as XYZ:
```
6
Properties=species:S:1:pos:R:3
O 1.343 0.388 0.427
H 1.717 1.326 0.358
H 0.609 0.293 -0.232
O -1.290 -0.386 -0.428
H -1.053 -1.323 -0.561
H -1.702 -0.308 0.442
```

Values from the calculation:
Strongest force on any atom: 0.046 hartree/bohr
E_HOMO: -10.96 eV
Energy relative to the best compared isomer or geometry (same formula, charge and spin): 2.96 kcal per mole
Net charge: 0
SMILES: O.O
Orbital gap: 11.8396 eV
E: -152.87021 Ha

(2)
The following is a DFT calculation (ωB97M-V with the def2-TZVPD basis set) of a 2-piece molecular cluster, H4O2 overall in a non-equilibrium geometry.

Geometry as XYZ:
```
6
Properties=species:S:1:pos:R:3
O -1.078 -0.352 -1.364
H -0.356 0.044 -0.876
H -1.337 -1.109 -0.839
O 0.733 0.509 0.687
H 1.488 -0.048 0.877
H 0.550 0.955 1.514
```

Values from the calculation:
Strongest force on any atom: 0.062 hartree/bohr
E_HOMO (alpha / beta): -18.00 / -17.54 eV
Energy relative to the best compared isomer or geometry (same formula, charge and spin): 21.18 kcal per mole
Net charge: +1
<S²>: 0.75
Spin multiplicity: 2
Orbital gap (alpha / beta): 13.2952 / 5.0721 eV
E: -152.44313 Ha

(3)
The following is a DFT calculation (ωB97M-V with the def2-TZVPD basis set) of a 2-piece molecular cluster, H4O3 overall in a non-equilibrium geometry.

Geometry as XYZ:
```
7
Properties=species:S:1:pos:R:3
O 0.943 0.626 -1.645
O -0.224 0.012 -1.191
H 0.846 0.578 -2.622
H -0.021 0.068 -0.189
O -0.335 -0.121 1.916
H 0.091 -0.986 1.810
H -1.300 -0.177 1.921
```

Values from the calculation:
Strongest force on any atom: 0.058 hartree/bohr
E_HOMO: -9.45 eV
Energy relative to the best compared isomer or geometry (same formula, charge and spin): 2.84 kcal per mole
Net charge: 0
SMILES: OO.O
Orbital gap: 10.2002 eV
E: -228.00343 Ha